Entry 1:
The following is a DFT calculation (wB97M-V/def2-TZVPD) of a molecular structure, C9H18BF4LiO5 in a non-equilibrium geometry.

Geometry as XYZ:
```
38
Properties=species:S:1:pos:R:3
H -0.4481 1.2558 2.5200
C -0.1734 0.5724 -3.0263
O 3.2141 -0.2624 -0.9707
C -3.0625 0.4221 0.3237
C -0.2061 -3.5840 -0.4727
H -3.4077 -0.5094 -0.2775
C -3.4911 1.6420 -0.0167
H -0.8991 0.0607 -3.5651
H -0.0213 -4.4852 -1.0337
Li 1.1043 -0.7980 -0.2757
H -1.4718 3.6558 1.6988
H -0.6328 -3.9717 0.5530
C -2.8702 2.7990 0.4481
H 4.8380 0.9633 -0.1245
F 0.6104 -0.7131 3.4631
H 1.5004 -3.3060 0.2476
F 1.7548 -1.0054 1.4948
F 1.6221 -2.6454 2.9576
H 0.6412 0.5020 -3.7939
H -0.9733 0.7734 -1.1877
F 2.8717 -0.8072 3.4523
H -4.3149 1.6423 -0.7080
H -3.7019 3.9450 -0.9784
C 4.2073 0.7246 -1.0746
B 1.7184 -1.2352 2.8019
C -1.2562 1.4945 1.8041
H 3.8163 1.6278 -1.5250
H 3.7591 -0.9853 -0.9369
O -3.2361 4.1010 -0.0211
C -1.8520 2.7697 1.4413
H -0.8066 -0.9368 2.1600
H -0.4634 1.6037 -3.3049
C -1.8700 0.3790 1.1050
H 4.9557 0.2940 -1.7071
O -0.1010 0.4945 -1.5943
O 0.9368 -2.8066 -0.1999
H -0.9769 -2.8443 -0.9830
O -1.3141 -0.8265 1.3067
```

Results
Kohn-Sham gap, eV: 8.17
Relative energy (zero: lowest compared OMol25 entry of this formula, charge and spin), eV: 0.000
Electronic energy, eV: -31618.3940

=====

Entry 2:
The following is a DFT calculation (wB97M-V/def2-TZVPD) of 3 unconnected molecules or ions with the total composition C9H18BIO3S2.

Geometry as XYZ:
```
34
Properties=species:S:1:pos:R:3
H 6.2422 0.5549 -0.6152
H -6.1747 -2.4351 1.2842
C -1.8318 -1.0782 1.0682
H -3.9674 0.2426 -0.8831
H -7.1811 -0.2245 1.0935
H 0.3743 -1.2711 -3.4405
H 2.8505 -0.5766 -3.0150
S 5.1584 2.3839 0.4232
C -6.3281 -0.3923 0.4368
O 1.1901 -1.4237 0.0194
H 4.0584 3.2339 2.3336
C 5.8626 0.7299 0.3896
C 4.5782 2.3023 2.1213
C -3.7513 0.5207 0.1507
H 3.8922 1.4620 2.2261
H -0.1099 -0.1515 -2.1221
H 5.0858 0.0038 0.6301
C -2.6862 -0.3428 0.6594
H -0.7158 -1.8277 -2.1436
C 0.1276 -1.1828 -2.3824
H 3.5918 -0.5863 -1.3968
I -4.9848 0.7411 3.1170
O -5.6844 -2.4172 -0.6671
C 2.6633 -0.4572 -1.9475
H -6.5080 -0.0124 -0.5694
H 6.6813 0.6694 1.1065
H -1.0673 -1.7722 1.3272
S 1.5258 -1.7303 -1.3966
B -5.0298 0.2662 1.0344
H -3.4463 1.5686 0.1953
H 2.2541 0.5292 -1.7319
H 5.4312 2.1952 2.7915
C -6.0491 -1.8739 0.3407
O 3.9482 2.3521 -0.4377
```

Results
Kohn-Sham gap, eV: 8.71
Electronic energy, eV: -46211.7791

=====

Entry 3:
The following is a DFT calculation (wB97M-V/def2-TZVPD) of 2 unconnected molecules or ions with the total composition C9H18BNO2 in a non-equilibrium geometry.

Geometry as XYZ:
```
31
Properties=species:S:1:pos:R:3
H 2.5693 -1.0130 -0.3353
H 1.3218 0.1106 -1.0498
O -3.0659 -0.5546 0.6807
C 2.3884 1.7051 0.1193
H 0.7762 2.1308 -2.3013
H 1.6136 -0.4458 2.0326
H 2.9554 -2.0109 0.9830
H -3.8363 -0.0539 1.0325
C 0.4106 0.2888 0.5656
C -1.4545 -2.3258 -0.2637
B -2.4547 0.0076 -0.3634
H -3.6459 1.6489 -0.6322
H 0.3905 -1.6382 1.7818
C -0.5679 0.9239 1.3278
C 1.1225 -0.8755 1.2065
H 0.2947 2.8924 -0.5829
N -1.2358 1.6695 1.8921
C 1.1591 0.9765 -0.4755
C 2.1692 -1.5821 0.3794
H -2.5005 -2.6299 0.0075
H -1.0775 -3.2494 -0.8266
H 1.5756 -2.4363 -0.1181
H -1.1106 -0.9184 -1.9921
O -2.8596 1.1907 -0.9449
C 0.2942 1.9986 -1.2139
H 3.2030 0.9644 0.5753
H -0.7909 1.8140 -1.3460
H 1.9672 2.4407 0.9448
H -0.9994 -2.3522 0.6901
C -1.4710 -1.0157 -0.9909
H 2.8592 2.3392 -0.7825
```

Results
Kohn-Sham gap (spin up / spin down), eV: 7.92 / 8.02
Relative energy (zero: lowest compared OMol25 entry of this formula, charge and spin), eV: 3.517
Electronic energy, eV: -15884.4458

=====

Entry 4:
The following is a DFT calculation (wB97M-V/def2-TZVPD) of a molecular structure, C9H18CeNOP in a non-equilibrium geometry.

Geometry as XYZ:
```
31
Properties=species:S:1:pos:R:3
H 3.4158 2.8833 -1.8864
C -2.7106 -1.9464 0.2687
C -2.6110 -0.4264 2.0660
C -3.6617 -1.0850 2.7066
C -3.7564 -2.6357 0.8856
C 2.3452 0.2232 -2.7570
C 3.6289 0.4688 -0.2676
H 4.5434 0.7570 -0.8153
H -1.1265 1.1212 -1.8788
C 0.6998 -0.2685 1.3055
H -5.0503 -2.7359 2.5974
H 0.3184 -2.1130 -0.7907
H 1.6569 3.1465 -1.9644
H -4.1356 -3.5114 0.3697
H -0.9924 2.3824 1.1686
O 1.4553 -0.2873 2.1911
H 2.3179 -0.8772 -2.7248
H -0.3247 2.7102 1.0141
N -2.1234 -0.8665 0.8602
C -4.2394 -2.1998 2.1073
C 2.4590 2.6984 -1.3666
H 2.5062 3.2246 -0.4029
H 1.5776 0.5802 -3.4622
H 3.3268 0.5369 -3.1251
H -2.1560 0.4706 2.4849
H -3.9826 -0.7181 3.6583
H -2.3030 -2.2724 -0.7283
Ce -0.5060 -0.5086 -1.0191
H 3.6878 0.9404 0.7232
P 2.0822 0.9272 -1.0952
H 3.6584 -0.6186 -0.1230
```

Results
Kohn-Sham gap (spin up / spin down), eV: 8.45 / 8.43
Charge: +2
Electronic energy, eV: -35359.2886

=====

Entry 5:
The following is a DFT calculation (wB97M-V/def2-TZVPD) of 3 unconnected molecules or ions with the total composition C9H18Cl5F3NO.

Geometry as XYZ:
```
37
Properties=species:S:1:pos:R:3
F -3.2019 2.5643 1.9747
H 0.2178 -1.1128 2.2641
H -0.8209 0.3008 3.5985
H 3.0140 -4.8912 0.5959
C 2.7831 -3.6093 -1.1082
H 2.0365 0.4706 2.3085
H 1.3868 -4.9173 -0.1050
H -0.5358 1.5638 2.3992
C 1.8621 2.2937 1.1456
H 2.5300 2.7497 1.8735
H 1.0334 -0.8291 0.1251
H -1.2404 1.9709 -2.2578
C -1.9529 1.2369 -2.6275
H -2.5718 0.8901 -1.8040
H 0.1865 0.6834 -0.0798
H -1.0234 -0.9428 1.1862
Cl 1.7056 -3.0744 1.3254
C 1.9087 0.7786 1.2689
H 0.8630 2.6899 1.3334
C 0.6957 0.0606 0.6503
H 3.5570 -2.8897 -0.8551
F -3.8782 0.8761 0.7965
C -0.9699 0.5833 2.5601
Cl 3.3333 0.1473 0.4113
H 3.2008 -4.3555 -1.7810
Cl -1.0207 -0.1736 -3.1986
C -2.8299 1.8308 -3.6992
N -0.2823 -0.4399 1.6811
C 2.2431 -4.2891 0.1209
C -2.8511 1.4325 1.3854
Cl 1.5032 -2.7378 -1.9900
F -1.9051 1.7325 0.4633
O -2.3387 0.5295 2.2967
H 2.1563 2.6031 0.1450
Cl -1.8697 2.5999 -4.9827
H -3.4642 2.6010 -3.2637
H -3.4601 1.0731 -4.1572
```

Results
Kohn-Sham gap, eV: 9.91
Charge: +1
Electronic energy, eV: -83921.4556

=====

Entry 6:
The following is a DFT calculation (wB97M-V/def2-TZVPD) of a molecular structure, C9H18ClIN2NdOP in a non-equilibrium geometry.

Geometry as XYZ:
```
34
Properties=species:S:1:pos:R:3
H 0.9614 -1.9636 0.5124
H -2.5708 1.5581 -2.7190
H 0.9676 2.2124 3.9857
C -0.5270 -1.5320 4.6473
H -0.2883 -1.2884 -0.5848
H 1.5028 1.7385 -2.9478
C -1.0758 -1.4349 3.4075
H -1.1051 -0.6370 -4.6504
H -0.7104 -2.2163 5.4621
H 2.3354 1.0631 3.8196
H -1.8464 -1.4889 -3.2645
H 1.4299 1.6022 2.3680
C -0.9344 -1.0285 -3.6459
C -1.5769 1.6836 -3.1740
C 1.3396 1.3368 3.4297
C 1.0915 0.8157 -3.3662
H 1.8303 0.0206 -3.2360
H 0.9923 -0.2728 5.5479
C 0.8368 -1.3600 -0.4080
H 0.9147 0.9383 -4.4398
C 1.5877 -0.0660 -0.2516
Cl -3.5150 -0.6534 -0.2469
H -1.1869 2.6751 -2.9088
O 2.7725 0.0380 -0.1230
H -1.6589 1.5720 -4.2661
H 1.2411 -1.9942 -1.2346
I 0.8008 2.2934 -0.3189
H -0.1282 -1.7671 -3.6617
N -0.4920 -0.3260 2.7402
N 0.4033 -0.4905 4.7468
H -1.8164 -2.0408 2.9077
P -0.4760 0.3587 -2.5313
C 0.4159 0.1921 3.6001
Nd -1.5153 0.4617 0.8042
```

Results
Kohn-Sham gap (spin up / spin down), eV: 6.82 / 6.95
Expectation value of S²: 3.76
Charge: +2
Relative energy (zero: lowest compared OMol25 entry of this formula, charge and spin), eV: 0.219
2S+1: 4
Electronic energy, eV: -59827.1260

=====

The lowest electronic energy belongs to which entry?
C9H18Cl5F3NO

=====

Which value of electronic energy does entry 2 give?
-46211.7791 eV

=====

Which value of electronic energy does entry 2 give?
-46211.7791 eV